1.
The following is a DFT calculation (the ωB97M-V functional and the def2-TZVPD basis) of the molecule C19H25N3O5.

**LUMO level**: 0.55 eV
**E_HOMO**: -0.3044 Eh
**HOMO-LUMO gap**: 8.828 eV
**Relative energy (zero: lowest compared OMol25 entry of this formula, charge and spin)**: 1.291 eV

```
52
Properties=species:S:1:pos:R:3:forces:R:3
O 6.324 -0.742 0.435 -0.3 -0.1 -0.2
O -1.310 -0.868 -0.137 0.0 -0.2 0.0
O 2.149 -0.868 -1.843 0.0 0.2 0.4
O -5.235 1.370 -0.163 -0.3 0.0 0.0
O -1.523 3.857 0.230 0.0 0.3 0.0
N 0.899 0.363 0.145 -0.5 -0.4 -0.1
N -3.319 2.546 0.045 -0.2 0.4 0.0
N -3.252 0.250 -0.181 -0.1 -0.2 -0.1
C -3.953 -1.020 -0.316 -0.2 -0.3 0.1
C 4.284 -0.811 -0.679 0.1 -0.1 -0.1
C -4.028 1.385 -0.102 0.2 0.2 0.0
C 3.003 0.515 1.381 -0.2 -0.2 -0.3
C -4.918 -2.998 0.955 -0.1 0.2 0.1
C 7.120 -0.387 1.541 0.1 0.1 0.2
C 4.358 0.244 1.487 0.4 0.0 0.1
C 5.005 -0.419 0.453 -0.2 0.0 0.0
C 2.283 0.150 0.258 0.5 0.0 0.0
C -1.871 0.231 -0.085 0.2 0.2 0.0
C -4.269 -1.618 1.054 0.1 -0.2 -0.2
C -1.941 2.720 0.114 -0.1 -0.2 0.0
C 2.718 -1.601 -2.902 0.1 -0.2 -0.2
C 1.019 2.779 0.148 0.1 0.2 0.1
C 0.232 1.506 0.144 0.0 0.1 0.1
C 2.933 -0.537 -0.786 -0.1 0.2 0.2
C -1.174 1.493 0.052 0.1 -0.1 0.0
C -6.304 -2.962 0.323 0.2 -0.1 0.1
C 1.154 3.281 -1.295 0.0 0.0 0.1
H 2.013 2.602 0.554 -0.1 0.0 0.0
H 0.179 3.553 -1.689 -0.1 0.0 -0.1
H -3.868 3.397 0.099 0.1 -0.2 0.0
H -4.933 -0.937 1.591 0.0 0.0 0.0
H 2.493 1.005 2.196 -0.1 0.0 0.1
H 6.772 -0.872 2.458 0.0 0.0 0.0
H -4.268 -3.660 0.379 0.1 -0.1 0.1
H 4.824 -1.328 -1.454 0.0 -0.1 -0.1
H 3.513 -1.036 -3.398 0.0 0.0 0.0
H 1.792 4.159 -1.318 0.1 0.1 0.0
H -4.999 -3.410 1.964 0.1 -0.1 0.0
H 0.509 3.539 0.736 0.1 -0.2 0.0
H 8.123 -0.738 1.306 -0.1 0.0 0.1
H 4.883 0.545 2.378 0.1 0.0 0.1
H 1.906 -1.777 -3.605 0.1 0.0 0.0
H -3.308 -1.695 -0.882 -0.1 0.1 0.0
H 1.592 2.511 -1.927 0.1 0.0 -0.1
H 7.142 0.698 1.688 0.0 0.0 0.0
H 0.307 -0.466 -0.044 0.1 0.3 0.2
H -4.872 -0.818 -0.867 0.1 0.0 0.0
H -6.939 -2.247 0.841 -0.1 0.1 0.0
H -3.335 -1.703 1.615 0.0 0.1 0.0
H -6.771 -3.943 0.383 -0.1 -0.1 -0.1
H -6.251 -2.676 -0.724 -0.1 0.0 -0.1
H 3.114 -2.560 -2.556 0.0 0.0 0.0
```
Forces are in eV/Å.

***

2.
The following is a DFT calculation (the ωB97M-V functional and the def2-TZVPD basis) of the molecule C19H25N3O7S.

**LUMO level**: 0.02 eV
**E_HOMO**: -0.3035 Eh
**HOMO-LUMO gap**: 8.280 eV
**Relative energy (zero: lowest compared OMol25 entry of this formula, charge and spin)**: 0.000 eV

```
55
Properties=species:S:1:pos:R:3:forces:R:3
S 1.045 -1.254 -1.082 0.8 0.2 0.2
O -2.846 -0.836 1.613 -0.2 -0.2 -0.3
O -2.964 1.881 -1.764 0.2 0.0 0.1
O 2.446 3.176 0.606 0.4 0.0 0.2
O -1.411 -1.229 -1.671 -0.4 0.3 -0.1
O 0.350 3.134 -0.148 0.0 0.1 0.0
O 4.861 -1.465 0.245 0.1 0.0 0.1
O -3.458 1.325 1.800 0.2 0.3 0.0
N -0.686 0.804 -1.033 -0.3 0.5 0.0
N -4.862 -0.192 0.846 -0.1 -0.2 0.1
N -4.121 -0.046 -1.556 0.1 0.0 -0.2
C 3.739 -1.927 -0.466 -0.1 -0.3 -0.2
C -4.956 -1.488 0.212 0.0 -0.1 0.0
C 2.650 -0.909 -0.509 -0.2 0.4 0.0
C -1.618 -0.528 2.273 0.5 0.2 0.2
C -2.979 0.672 -1.599 -0.4 0.2 -0.3
C 6.503 0.110 0.817 -0.4 -0.2 -0.2
C 4.136 0.855 0.394 0.2 -0.3 0.0
C -5.617 0.829 0.147 0.0 0.2 0.1
C 5.252 -0.120 -0.032 0.3 0.6 0.0
C 1.619 1.150 -0.271 -0.3 -0.3 -0.2
C 1.397 2.551 0.052 -0.4 0.2 -0.1
C 2.816 0.382 -0.123 0.0 -0.4 -0.1
C -5.359 0.690 -1.375 -0.1 0.3 -0.1
C -1.645 -0.049 -1.453 0.3 -0.2 0.0
C 5.581 0.080 -1.516 -0.1 -0.2 0.3
C -3.690 0.199 1.438 -0.2 0.0 0.3
C 0.588 0.381 -0.785 0.5 -0.2 0.1
C -4.246 -1.433 -1.165 0.1 -0.5 0.1
C -0.700 -1.729 2.138 -0.4 0.2 0.0
H 7.310 -0.526 0.464 0.1 -0.1 0.0
H -6.680 0.714 0.374 0.0 0.1 0.0
H 6.237 -0.717 -1.859 0.1 -0.1 0.0
H 6.293 -0.147 1.851 0.0 0.0 0.1
H -1.826 -0.297 3.324 0.0 0.0 -0.2
H 4.092 0.905 1.486 0.1 0.1 0.0
H 4.354 1.856 0.025 0.1 0.0 0.0
H -0.590 -1.995 1.090 0.1 0.0 0.0
H 4.678 0.080 -2.122 -0.1 0.0 -0.1
H -4.838 -1.955 -1.923 0.1 0.0 0.0
H -0.890 1.800 -0.886 0.0 -0.3 -0.1
H 0.276 -1.492 2.551 0.1 0.0 0.0
H 4.018 -2.220 -1.493 0.0 0.0 0.1
H -6.160 0.133 -1.866 0.0 0.0 0.0
H -1.116 -2.581 2.669 0.0 -0.1 0.1
H -6.020 -1.714 0.098 0.1 0.0 0.0
H 6.087 1.031 -1.653 0.0 0.1 0.0
H 6.812 1.149 0.759 0.1 0.1 0.0
H -5.270 1.796 0.515 -0.1 -0.1 -0.1
H 3.409 -2.829 0.058 0.0 0.0 -0.1
H -3.262 -1.893 -1.117 -0.2 0.1 0.0
H -1.182 0.366 1.812 -0.1 -0.1 0.1
H -4.501 -2.240 0.853 -0.1 0.0 -0.1
H -5.253 1.669 -1.841 -0.1 -0.1 0.0
H 2.200 4.095 0.797 -0.2 -0.2 -0.1
```
Forces are in eV/Å.

***

3.
The following is a DFT calculation (the ωB97M-V functional and the def2-TZVPD basis) of the molecule C19H25N3OS.

**LUMO level**: 0.30 eV
**E_HOMO**: -0.3031 Eh
**HOMO-LUMO gap**: 8.546 eV
**Relative energy (zero: lowest compared OMol25 entry of this formula, charge and spin)**: 1.754 eV

```
49
Properties=species:S:1:pos:R:3:forces:R:3
S -1.209 -1.455 -1.660 -0.5 0.3 0.1
O 0.465 3.084 0.146 -0.1 0.0 -0.3
N -3.041 0.039 -0.284 -0.4 0.4 0.2
N -1.411 1.229 -1.358 0.4 0.6 -0.3
N 1.230 -1.905 -0.764 -0.6 -0.3 -0.1
C -2.014 0.071 -1.002 0.2 -1.1 -0.4
C 0.449 -0.998 -1.273 0.3 0.0 0.1
C 1.415 3.197 1.172 0.0 0.0 0.1
C 2.110 0.708 -1.230 -0.2 -0.2 -0.1
C 4.637 -2.204 0.425 -0.3 -0.1 0.0
C -4.781 -1.473 -1.017 0.3 0.0 0.2
C 2.989 -0.241 -0.663 -0.3 -0.4 0.0
C -0.205 1.219 -2.162 0.1 -0.1 -0.2
C -1.718 2.418 -0.598 0.2 0.2 0.5
C 4.316 0.058 -0.303 0.2 -0.2 0.1
C 5.138 -0.899 0.234 -0.1 0.4 -0.1
C -4.987 -2.195 2.041 0.0 0.2 0.0
C -4.386 -0.932 1.438 0.1 -0.4 -0.1
C 0.836 0.334 -1.550 0.3 0.2 0.0
C -3.745 -1.164 0.066 -0.1 -0.1 0.2
C 6.553 -0.596 0.618 0.0 0.0 0.0
C 3.355 -2.531 0.091 0.2 0.0 0.1
C -0.783 2.608 0.600 -0.4 0.0 0.0
C 2.495 -1.559 -0.459 0.4 0.6 -0.1
H -1.224 3.330 1.304 0.0 0.0 0.0
H -5.316 -2.388 -0.782 -0.1 -0.1 0.0
H -3.614 -0.545 2.107 0.0 0.1 0.0
H -5.346 -1.995 3.048 -0.1 -0.1 0.1
H 6.793 0.449 0.440 0.1 0.1 0.0
H 6.715 -0.817 1.673 0.1 0.0 0.1
H -3.046 -2.014 0.129 -0.1 0.1 0.1
H 2.317 3.607 0.721 0.1 0.0 0.1
H -5.153 -0.161 1.340 0.0 0.1 0.0
H 2.966 -3.527 0.236 -0.1 -0.1 0.0
H 1.641 2.219 1.615 0.0 0.0 0.0
H -5.489 -0.651 -1.098 -0.1 0.1 0.0
H 7.241 -1.214 0.041 0.1 0.0 0.0
H 2.449 1.717 -1.416 0.0 0.1 0.0
H -5.824 -2.553 1.448 -0.1 -0.1 0.0
H 1.066 3.871 1.964 0.0 0.0 0.0
H -0.660 1.649 1.125 0.0 0.1 0.0
H -1.634 3.287 -1.254 -0.1 0.0 0.0
H 5.294 -2.952 0.847 0.0 -0.1 0.0
H -4.239 -2.984 2.094 0.0 -0.1 0.0
H 0.158 2.242 -2.249 0.0 -0.1 0.0
H 4.678 1.065 -0.460 0.1 0.1 0.0
H -2.744 2.313 -0.243 0.1 0.1 -0.1
H -0.455 0.835 -3.163 0.1 0.1 0.1
H -4.281 -1.600 -1.974 0.0 0.0 -0.1
```
Forces are in eV/Å.

***

4.
The following is a DFT calculation (the ωB97M-V functional and the def2-TZVPD basis) of a structure of composition C19H25N3PbSSi.

**Charge**: +2
**LUMO level (alpha / beta)**: -9.41 / -9.41 eV
**E_HOMO (alpha / beta)**: -0.4981 / -0.4981 Eh
**HOMO-LUMO gap (alpha / beta)**: 4.145 / 4.144 eV

```
50
Properties=species:S:1:pos:R:3:forces:R:3
Pb 0.187 -1.380 1.681 1.4 -1.5 1.4
S -0.639 -0.211 4.049 -0.6 0.3 1.0
Si -0.273 0.852 -1.275 -1.1 4.2 -4.5
N -1.817 -2.515 4.854 1.0 0.3 -0.7
N -2.060 -2.672 3.447 -0.4 0.0 0.0
N -0.667 -1.415 6.477 0.0 0.4 -0.7
C 1.375 -3.259 3.466 0.1 1.1 0.7
C 2.105 2.517 -1.331 0.3 0.3 -0.1
C -2.202 0.780 -3.308 -0.8 -0.3 0.1
C 1.924 -3.547 2.184 0.3 0.6 -1.1
C -2.516 -0.882 -5.033 0.3 -0.1 0.2
C -1.408 2.593 -0.907 0.7 -1.2 2.0
C 3.227 3.350 -3.319 -0.2 -0.3 0.3
C 1.856 -1.979 3.873 0.4 -0.9 -0.3
C -1.032 -1.442 5.177 -0.4 -0.6 0.8
C 3.099 3.305 -1.918 -0.4 -0.3 0.0
C 1.195 1.766 -2.111 0.8 -0.5 1.0
C 2.664 -1.443 2.820 -0.4 -0.2 0.1
C -0.610 -1.024 -3.508 -0.7 -0.4 -0.3
C 2.721 -2.429 1.778 -0.3 -0.4 0.0
C 1.340 1.833 -3.517 0.2 -0.3 -0.6
C -2.929 0.284 -4.389 0.4 0.4 -0.1
C 2.335 2.623 -4.117 -0.3 -0.1 0.4
C -1.334 -1.517 -4.607 0.3 0.4 0.1
C -1.108 0.080 -2.774 0.5 -0.7 0.3
H -3.089 4.579 0.623 -0.1 0.1 0.0
H 3.265 -0.535 2.889 -0.3 -0.3 -0.1
H -1.095 -2.044 7.154 0.2 0.3 -0.3
H -0.660 3.389 -0.962 -0.2 -0.3 0.1
H 3.386 -2.394 0.911 -0.4 0.0 0.3
H 1.858 -4.511 1.669 -0.1 0.6 0.1
H 1.790 -1.580 4.885 -0.2 0.1 -0.5
H -3.555 5.141 0.469 0.1 -0.1 0.0
H -2.481 1.749 -2.919 -0.3 -0.4 0.0
H -2.670 -3.488 3.344 0.1 0.3 0.1
H 0.342 -1.492 -3.248 -0.4 0.0 0.1
H -1.591 -3.393 5.336 -0.3 0.5 -0.3
H -0.959 -2.374 -5.167 -0.1 0.2 0.2
H 0.661 1.284 -4.174 0.3 0.1 0.3
H -1.844 2.517 0.100 0.2 0.3 -0.3
H 3.789 3.860 -1.283 -0.2 -0.1 -0.2
H -2.239 2.788 -1.582 0.4 -0.5 -0.1
H -3.792 0.857 -4.735 0.3 -0.3 0.0
H -0.144 -0.624 6.834 -0.1 -0.2 -0.1
H 2.008 2.504 -0.245 0.2 0.0 -0.2
H -3.089 -1.267 -5.884 0.3 0.1 0.4
H -2.604 -1.841 3.178 0.0 -0.5 0.2
H 4.035 3.922 -3.777 -0.3 -0.1 0.1
H 2.419 2.647 -5.211 -0.1 0.0 0.6
H 0.824 -3.961 4.101 0.2 0.3 -0.4
```
Forces are in eV/Å.